Entry 1:
# C46H51Cl3CrN5O4S5

C46H51Cl3CrN5O4S5 as an isolated structure (ωB97M-V/def2-TZVPD, the OMol25 dataset).

```
115
C46H51Cl3CrN5O4S5 ωB97M-V/def2-TZVPD
C -2.988 2.016 -4.908
C -4.959 0.084 1.328
C -2.789 0.611 0.298
C -1.730 0.418 -6.196
C 1.085 -3.442 5.443
H 0.973 0.296 -6.873
C 3.340 0.862 -3.283
H -4.373 3.215 -6.012
C 2.708 2.579 2.901
O 0.288 2.921 -3.181
H -1.399 1.752 5.024
S -1.248 2.019 2.680
C 1.638 -0.222 -1.991
H 0.896 2.725 4.830
H 5.826 -5.287 -0.004
H -0.868 0.290 4.198
O 1.616 -5.722 3.682
H -2.164 0.345 -8.287
H 4.137 -1.129 5.128
C 1.430 -4.419 3.162
C 1.451 3.973 -0.412
Cl 4.605 -6.212 4.902
C 0.470 4.915 0.269
H -3.498 0.624 -2.941
C 1.813 -3.453 4.256
N -0.235 -3.229 1.731
C 0.573 3.909 -4.158
H 2.074 -4.246 2.295
H -3.195 2.513 -3.970
C -3.594 0.296 1.406
C 4.631 -6.005 3.202
H 3.308 -6.008 0.158
H -0.011 4.070 2.972
H -0.130 -0.285 -8.142
C 3.027 2.437 1.425
C -3.352 1.821 -7.279
H -1.125 -4.330 0.118
C 2.468 1.915 -3.545
S -1.217 4.241 0.170
H -0.709 -4.187 3.529
C 2.214 -6.625 2.764
H -6.677 0.022 0.028
H 3.623 3.277 1.067
C -0.782 -3.377 0.480
C 0.731 1.658 4.691
C -4.862 0.462 -1.017
C 3.278 -1.775 5.219
H 0.731 5.065 1.316
H -0.453 0.066 -4.096
C 2.525 -1.792 6.378
O -5.393 0.486 -2.291
C -0.023 -4.305 2.690
C -1.807 4.561 1.855
C 3.588 -6.192 2.344
H -7.388 0.906 -1.837
H 4.338 0.884 -3.699
H 3.598 1.526 1.245
H 3.606 -1.020 -2.290
H 2.801 2.745 -4.150
H 0.916 1.176 5.652
N -1.316 0.530 -3.859
C 2.914 -2.604 4.169
H -1.757 5.632 2.051
C -0.704 1.366 4.275
C -2.390 0.821 -7.343
C 5.279 -5.540 0.888
H -0.273 -5.239 2.188
H 0.490 5.887 -0.226
H 0.858 -2.641 7.425
N -2.846 0.772 -2.181
H -3.138 0.198 2.386
C -2.046 0.994 -4.959
H -6.378 2.313 -2.244
H -6.861 1.153 -3.510
Cr -0.771 1.068 0.409
C -1.065 3.796 2.938
H 3.621 2.778 3.464
C 0.072 -1.921 1.873
C 1.425 -2.623 6.505
C -6.574 1.261 -2.467
C 3.978 -5.917 1.001
C -1.553 0.734 -2.522
C -3.472 0.647 -0.915
H 0.763 -1.450 -7.150
N -0.556 0.793 -1.658
H 1.126 3.787 -1.436
C -5.612 0.186 0.106
H 1.305 -1.043 -1.368
Cl 3.889 -2.527 2.732
H 2.246 -7.579 3.290
C 1.184 1.903 -3.018
C 2.930 -0.202 -2.502
C -3.642 2.420 -6.065
H 1.587 -6.748 1.872
H -1.170 -1.840 -1.042
H 2.454 4.398 -0.451
H 0.743 3.453 -5.137
S 1.571 2.334 0.349
H -0.305 4.547 -4.207
H 2.013 3.400 3.065
Cl 2.974 -0.750 7.689
O -0.776 -0.570 -6.172
C 0.261 -0.487 -7.147
C 0.752 0.811 -2.241
H -1.510 4.013 3.911
H 0.248 -4.120 5.552
H 0.523 -1.516 2.764
N -0.248 -1.233 0.798
H -5.524 -0.161 2.218
H -3.871 2.124 -8.177
H -2.857 4.268 1.840
C -0.794 -2.139 -0.079
S 6.062 -5.502 2.409
H 1.443 4.510 -3.881
S 1.962 1.039 3.514
```

## Properties
- HOMO level (alpha / beta): -9.4 / -9.7 eV
- Spin multiplicity: 5
- Net charge: +1

Atomic partial charges in e from the Mulliken method, atoms 1 to 99:
1. C 0.0451
2. C -1.3273
3. C -0.2332
4. C 0.6566
5. C -0.3103
6. H 0.2379
7. C -1.0802
8. H 0.4298
9. C -0.6712
10. O -0.0562
11. H 0.6628
12. S 0.4314
13. C -0.6020
14. H 0.4942
15. H 0.4478
16. H 0.2866
17. O -0.3162
18. H 0.4268
19. H 0.4644
20. C 0.0799
21. C -0.2203
22. Cl -0.1699
23. C -0.9653
24. H 0.5146
25. C -0.5790
26. N 0.3115
27. C -1.1878
28. H 0.5143
29. H 0.5833
30. C -0.0470
31. C 0.5826
32. H 0.3821
33. H 0.0219
34. H 0.3507
35. C -1.3334
36. C -0.6851
37. H 0.4984
38. C -0.6817
39. S 0.0947
40. H 0.1542
41. C -0.8097
42. H 0.3400
43. H 0.5834
44. C -1.2403
45. C -1.0663
46. C 1.3323
47. C -0.9152
48. H 0.4133
49. H 0.6161
50. C 0.4423
51. O -0.4744
52. C -0.9371
53. C -1.0885
54. C 0.3100
55. H 0.3601
56. H 0.4481
57. H 0.4509
58. H 0.4864
59. H 0.5331
60. H 0.5472
61. N 0.0268
62. C 1.3074
63. H 0.5445
64. C -1.0507
65. C -0.5084
66. C -0.3757
67. H 0.4223
68. H 0.5832
69. H 0.4776
70. N 0.3801
71. H 0.3693
72. C -0.1388
73. H 0.3301
74. H 0.2465
75. Cr 0.1470
76. C -0.7024
77. H 0.5280
78. C -0.7780
79. C -1.1396
80. C -0.9021
81. C -0.6957
82. C -0.9427
83. C -0.2889
84. H 0.2434
85. N 1.6274
86. H -0.4321
87. C -0.4389
88. H 0.4198
89. Cl -0.1496
90. H 0.3498
91. C 1.3618
92. C -0.9424
93. C -1.2415
94. H 0.2947
95. H 0.4509
96. H 0.8274
97. H 0.4062
98. S 0.4585
99. H 0.1959

=====

Entry 2:
# C15H48O15S3

A 9-piece molecular cluster, C15H48O15S3 overall at a distorted geometry (ωB97M-V/def2-TZVPD, the OMol25 dataset).

```
81
C15H48O15S3 ωB97M-V/def2-TZVPD
H -4.239 -6.680 -5.849
H 1.549 -3.016 -6.103
H 7.015 -4.152 0.838
O -3.088 -5.846 -7.397
S 7.604 -5.285 -1.711
H 5.805 -1.986 1.431
H 3.641 -2.540 -7.843
O -1.154 5.561 6.602
H 3.651 4.190 -9.467
H -2.184 5.711 9.898
H 5.602 -3.788 -0.210
O 6.392 -5.471 -2.533
C 3.759 4.852 -8.608
H -3.432 6.538 -2.327
H -3.829 -5.033 -5.707
O 7.527 -3.695 -1.069
H -8.721 -3.946 1.162
H -4.528 0.595 1.196
H 6.370 -1.383 -0.190
H -10.289 -4.249 2.571
O -0.084 -1.174 0.002
H 3.475 -2.164 -6.268
H 0.604 4.899 5.746
H -1.749 6.071 4.024
H -0.876 4.005 5.347
O 1.790 -3.106 -7.028
H -1.175 1.570 -1.987
O -5.366 5.730 -1.783
H 2.562 -1.212 -7.590
H -3.486 5.066 -1.441
H -3.386 -1.361 0.572
O 0.300 5.871 8.752
O -1.097 -1.941 8.181
C -9.740 -3.777 0.815
O -2.213 0.238 -0.120
H -2.695 6.549 8.495
C 9.081 -4.922 -2.753
O -0.763 3.658 8.246
H -0.105 1.755 -0.654
H -2.568 -6.281 -5.432
H -3.854 4.985 -3.095
H -0.943 -0.994 8.146
C -0.093 -2.627 7.571
O -10.674 -3.777 1.829
C -0.308 1.112 -1.510
H 2.841 5.438 -8.571
H -0.514 6.932 4.754
C 6.634 -3.530 0.027
O 8.125 -6.210 -0.672
H -0.350 -3.686 7.556
H 4.592 5.522 -8.819
C -3.661 0.379 1.820
O 3.803 4.193 -7.351
C -0.463 4.994 5.547
C 2.865 -2.172 -7.171
H 7.563 -1.742 0.898
C -0.717 5.940 4.350
H -2.007 -0.887 1.638
H -10.051 -4.592 0.162
C -4.008 5.619 -2.222
H 4.668 3.980 -6.993
H 0.501 0.903 -2.210
H 0.724 -2.862 8.253
H -3.120 4.726 8.683
H 0.282 -2.183 6.649
H 9.804 -4.422 -2.108
S -0.784 5.095 8.154
H -4.090 -0.119 2.690
H 9.499 -5.880 -3.061
H -3.030 1.239 2.046
C -2.793 -0.537 0.968
C 6.553 -2.063 0.642
S -0.949 -0.467 -0.969
H -0.096 5.650 3.502
H 8.726 -4.314 -3.585
O -1.445 -1.171 -2.124
C -2.430 5.553 8.848
H -2.348 -5.234 -7.401
H -9.634 -2.824 0.297
C -3.421 -5.987 -6.043
H -5.360 6.173 -0.931
```

## Properties
- HOMO level: -10.1 eV
- SMILES string: CCOS(C)(=O)=O.CCOS(C)(=O)=O.CCOS(C)(=O)=O.CO.CO.CO.CO.CO.CO
- Net charge: 0

Partial charges, Mulliken, in e:
1. H 0.2326
2. H 0.3175
3. H 0.3431
4. O -0.4935
5. S 1.1133
6. H 0.3438
7. H 0.2350
8. O -0.2276
9. H 0.2324
10. H 0.3512
11. H 0.3441
12. O -0.5741
13. C -0.4627
14. H 0.2745
15. H 0.2423
16. O -0.2863
17. H 0.2417
18. H 0.2898
19. H 0.3223
20. H 0.3128
21. O -0.6276
22. H 0.2496
23. H 0.3525
24. H 0.3157
25. H 0.2906
26. O -0.4781
27. H 0.3027
28. O -0.4926
29. H 0.2307
30. H 0.2099
31. H 0.3270
32. O -0.5849
33. O -0.4868
34. C -0.5064
35. O -0.2569
36. H 0.3196
37. C -0.8797
38. O -0.5907
39. H 0.3096
40. H 0.2352
41. H 0.2487
42. H 0.3024
43. C -0.5450
44. O -0.4869
45. C -0.8315
46. H 0.2023
47. H 0.3210
48. C -0.2977
49. O -0.5863
50. H 0.2384
51. H 0.2418
52. C -1.1566
53. O -0.5123
54. C -0.1955
55. C -0.5540
56. H 0.3269
57. C -1.1911
58. H 0.3435
59. H 0.2240
60. C -0.5364
61. H 0.2983
62. H 0.3608
63. H 0.2478
64. H 0.3094
65. H 0.2434
66. H 0.2999
67. S 1.0704
68. H 0.3662
69. H 0.3749
70. H 0.3015
71. C -0.2473
72. C -1.1650
73. S 1.0853
74. H 0.3519
75. H 0.3209
76. O -0.5685
77. C -0.8925
78. H 0.3088
79. H 0.2149
80. C -0.5250
81. H 0.2970

=====

Entry 3:
# C37H59ClF15NO13PS

A 6-piece molecular cluster, C37H59ClF15NO13PS overall at a distorted geometry (ωB97M-V/def2-TZVPD, the OMol25 dataset).

```
128
C37H59ClF15NO13PS ωB97M-V/def2-TZVPD
H -5.543 0.861 1.277
H -0.844 1.214 -1.144
F -2.221 2.406 4.438
F 3.557 2.580 9.944
F -3.005 4.429 4.219
H -8.659 10.406 -0.567
F -4.244 2.868 5.105
H 5.215 2.605 3.102
H 0.277 -1.126 0.414
C 4.791 0.769 0.947
F 1.349 -6.744 -7.472
C -6.337 1.612 1.208
C -1.164 0.109 -0.875
O -3.778 0.142 -1.782
C 2.586 -0.241 -0.096
F -10.300 5.053 0.398
O 0.618 3.412 8.080
H 3.979 0.934 1.805
F -2.170 -12.010 -1.383
C 0.898 -9.199 -3.338
C 5.063 -1.079 -3.155
H 4.601 3.736 -2.733
C 0.009 3.191 6.799
H 6.254 -2.635 0.935
C 0.130 -6.960 -6.903
C 4.663 -2.814 -0.693
C -8.904 9.344 -0.483
S -2.427 -0.621 -2.065
H 1.422 -9.481 -2.419
F -1.787 -11.377 0.667
H 7.116 -0.284 -3.962
C 4.134 1.587 -1.482
H 7.611 0.732 0.602
C -9.236 5.267 1.226
H -7.025 1.424 2.039
O 4.904 4.276 1.121
O -1.308 -9.658 -2.434
H 5.232 1.596 -1.951
C -5.769 3.017 1.293
C 4.087 0.308 -0.459
H -0.109 -1.986 -1.231
H -1.246 1.598 7.545
H -3.026 -2.905 -5.017
H -3.191 -3.873 -6.503
H 7.205 1.751 -1.040
F 0.235 -8.130 -6.209
C 5.776 2.074 0.843
O 0.393 -4.916 -5.571
H -1.092 1.641 5.771
H 4.496 -0.167 -3.621
H 0.826 -10.102 -3.952
H 1.301 0.844 -1.652
F -3.389 -10.442 -0.480
O -2.684 -2.144 -1.788
H 3.482 -2.887 -0.839
H -0.432 -7.755 -2.400
F -9.686 5.026 2.491
H -3.139 -5.317 -4.452
H -1.675 0.143 0.202
H -5.060 3.217 0.482
H -0.803 3.920 6.703
C -0.482 -8.648 -3.034
C -0.558 1.786 6.714
C -2.535 -3.644 -5.656
C -1.144 -9.849 -1.086
H -9.756 9.123 -1.135
H 2.390 4.348 0.264
C -9.225 8.979 0.955
C 6.161 2.480 2.420
C -2.112 -10.914 -0.572
F 1.535 3.042 10.611
C 3.978 3.001 -0.667
C -8.650 6.670 1.083
F -8.337 4.281 0.948
H -1.542 -4.700 -4.033
H 6.734 1.520 2.838
H 6.932 3.362 2.486
F -0.730 -7.207 -7.934
O -0.347 -9.218 -0.397
C 5.141 -3.058 0.867
H 2.569 -1.324 0.393
H -6.871 1.467 0.265
H -6.581 3.746 1.197
F 2.773 4.603 9.725
C 1.534 -0.274 -1.354
O -3.259 2.184 1.841
H 0.235 1.035 6.783
H 7.982 2.579 0.542
H 6.262 -1.575 -5.062
C 0.121 -0.928 -0.749
O -7.453 6.942 1.042
N 5.159 3.306 0.226
C 7.245 1.738 0.130
C 2.438 3.285 9.618
Cl -1.729 -0.221 -4.000
C 3.975 4.198 -1.835
C -3.881 2.768 2.724
H -8.057 8.762 -0.858
H 2.516 2.590 1.150
H 1.504 -8.458 -3.867
H 2.869 4.352 -2.248
H 0.719 3.391 5.988
C 1.898 2.942 8.230
H -1.627 -3.196 -6.070
O -1.668 -5.910 -5.738
C 6.513 -1.302 -3.948
H 5.106 -4.207 1.106
H 7.167 -2.130 -3.439
H 4.457 5.184 -1.429
O -5.160 3.238 2.574
H 3.406 1.505 -2.408
C -2.216 -4.904 -4.873
C -3.340 3.111 4.112
H 4.387 -2.441 1.547
H 4.414 -2.042 -3.433
H 1.921 -0.826 -2.312
H -10.059 9.593 1.311
H 1.671 2.819 -0.593
H 5.451 -0.146 1.318
P 5.237 -1.043 -1.249
C -0.329 -5.805 -6.015
O -9.648 7.610 1.045
H 5.107 -3.642 -1.429
C 2.536 3.175 0.127
H 2.126 0.476 0.737
H -0.971 -8.351 -3.968
O 2.519 2.358 7.347
H -8.376 9.171 1.621
```

## Properties
- HOMO level (alpha / beta): -8.2 / -8.2 eV
- Spin multiplicity: 2
- Net charge: 0

Atomic partial charges in e from the Mulliken method, atoms 1 to 99:
1. H 0.3610
2. H 0.3740
3. F -0.3077
4. F -0.2366
5. F -0.2651
6. H 0.3637
7. F -0.2579
8. H 0.2914
9. H 0.2832
10. C -1.2455
11. F -0.2476
12. C -1.2422
13. C -0.4872
14. O -0.5408
15. C -1.4994
16. F -0.2491
17. O -0.3202
18. H 0.2963
19. F -0.2377
20. C -1.1842
21. C -0.3629
22. H 0.2645
23. C -0.1303
24. H 0.2464
25. C 0.7642
26. C -0.4680
27. C -1.0880
28. S 1.0770
29. H 0.3883
30. F -0.2381
31. H 0.2343
32. C -2.0417
33. H 0.2074
34. C 0.8717
35. H 0.3139
36. O -0.5455
37. O -0.3708
38. H 0.4774
39. C 0.2369
40. C 1.8550
41. H 0.3206
42. H 0.3044
43. H 0.2965
44. H 0.3230
45. H 0.1618
46. F -0.2011
47. C 0.6244
48. O -0.5479
49. H 0.1889
50. H 0.2953
51. H 0.3154
52. H 0.1389
53. F -0.2422
54. O -0.5361
55. H 0.2115
56. H 0.2997
57. F -0.2637
58. H 0.3227
59. H 0.2149
60. H 0.2876
61. H 0.2512
62. C 0.0131
63. C -0.8681
64. C -1.0977
65. C 0.3527
66. H 0.3024
67. H 0.4023
68. C -0.1963
69. C -1.1484
70. C 0.8541
71. F -0.2368
72. C 0.8493
73. C 0.4084
74. F -0.3474
75. H 0.2923
76. H 0.3032
77. H 0.3421
78. F -0.2453
79. O -0.5166
80. C -0.7813
81. H 0.5389
82. H 0.3783
83. H 0.1147
84. F -0.2454
85. C 0.0387
86. O -0.5331
87. H 0.3591
88. H 0.4054
89. H 0.3349
90. C -0.6507
91. O -0.5236
92. N 0.6681
93. C -1.0614
94. C 0.8344
95. Cl -0.1808
96. C -1.1854
97. C 0.3365
98. H 0.3077
99. H 0.1293

=====

Entry 4:
# C6H10N

A 2-piece molecular cluster, C6H10N overall at a distorted geometry (ωB97M-V/def2-TZVPD, the OMol25 dataset).

```
17
C6H10N ωB97M-V/def2-TZVPD
C 0.739 -1.303 1.089
H 0.421 -1.076 -2.233
N 0.822 0.865 -0.079
C -0.467 -1.192 1.845
H 0.137 3.271 -0.447
C -1.554 -0.904 2.281
C -0.035 2.486 -1.200
H 1.142 1.643 0.531
C -0.039 -1.130 -1.288
H -1.065 -0.707 -1.480
H 0.566 2.760 -2.047
H -0.987 1.981 -1.104
C 0.583 -0.380 -0.186
H 0.745 -2.397 0.959
H -2.461 -0.702 2.775
H 1.591 -1.030 1.558
H -0.138 -2.184 -0.975
```

## Properties
- HOMO level: -13.9 eV
- Net charge: +1

Partial charges, Mulliken, in e:
1. C -0.9904
2. H 0.4047
3. N -0.4457
4. C -0.2649
5. H 0.3251
6. C 0.0627
7. C -0.4790
8. H 0.3376
9. C -1.0419
10. H 0.2910
11. H 0.3143
12. H 0.3140
13. C 0.6731
14. H 0.3189
15. H 0.4324
16. H 0.4523
17. H 0.2956

=====

Which value of net charge does entry 1 give?
+1